# C6H10N2O

A single C6H10N2O molecule (ωB97M-V with the def2-TZVPD basis set, the Open Molecules 2025 dataset).

Last columns: bonded neighbours and bond lengths (Å).
CARTESIAN COORDINATES (ANGSTROEM)
1 H 0.055 0.896 1.900  C7 1.092
2 C -0.582 -0.185 -0.930  N5 1.274, C15 1.504, C18 1.867
3 H 2.914 0.028 1.013  C13 1.094
4 O 1.090 -1.945 0.603  C12 1.241
5 N -0.726 -1.186 -1.705  C2 1.274, H17 1.033
6 H -1.306 1.339 -2.248  C15 1.093
7 C -0.136 -0.148 1.640  H1 1.092, H8 1.094, C12 1.565, C18 1.452
8 H -0.224 -0.781 2.527  C7 1.094
9 H 0.426 1.434 -1.892  C15 1.093
10 N -2.504 -0.535 0.861  H11 1.021, C18 1.235
11 H -3.024 -0.689 -0.004  N10 1.021
12 C 0.951 -0.714 0.667  O4 1.241, C7 1.565, C13 1.519
13 C 2.085 0.239 0.331  H3 1.094, C12 1.519, H14 1.091, H16 1.091
14 H 1.804 1.288 0.438  C13 1.091
15 C -0.556 1.221 -1.462  C2 1.504, H6 1.093, H9 1.093, H19 1.093
16 H 2.403 0.062 -0.697  C13 1.091
17 H -0.611 -2.052 -1.155  N5 1.033
18 C -1.310 -0.226 0.789  C2 1.867, C7 1.452, N10 1.235
19 H -0.746 1.954 -0.674  C15 1.093

Computed properties:
- F_max (eV/Å) = 4.72
- structure (SMILES) = [H]/N=C(C)\C(CC(C)=O)=N/[H]
- lowest unoccupied orbital energy (eV) = -0.3
- ΔE to the lowest compared entry with this formula, charge and spin (eV) = 3.3059
- frontier orbital gap (hartree) = 0.30511
- E_tot (eV) = -11408.78193
- E_HOMO (eV) = -8.60